{
  "formula": "C25H40BrN4O8P2S2",
  "method": "ωB97M-V/def2-TZVPD",
  "spin_multiplicity": 1,
  "homo_lumo_gap_ev": 7.42,
  "e_homo_ev": -11.2,
  "smiles": "C#CCN1C(N(S)[C@H](Br)CC)=[N+]([PH2]=S)[C@@](COc2cc(C)ccc2C(C)C)(N(C)C(C)=O)O[C@]1(COO)CP(=O)(O)O",
  "e_lumo_ev": -3.8069,
  "charge": 1,
  "symbols": ["H", "C", "H", "H", "O", "H", "H", "O", "H", "H", "H", "H", "C", "C", "N", "O", "C", "H", "C", "H", "C", "H", "C", "H", "C", "H", "N", "S", "H", "H", "H", "H", "C", "H", "H", "O", "H", "N", "H", "C", "H", "H", "C", "C", "H", "H", "H", "C", "H", "Br", "H", "H", "N", "C", "H", "H", "S", "O", "H", "H", "H", "O", "C", "H", "H", "C", "C", "C", "C", "P", "C", "O", "P", "H", "H", "H", "C", "C", "O", "C", "C", "C"],
  "xyz": [[-1.0276, -1.3575, -4.3751], [1.4382, 3.3126, -1.2831], [4.0634, -3.9502, 1.0580], [-1.8964, 4.4485, 1.7229], [0.9521, -2.7375, -5.2462], [-5.1657, 2.9632, 1.2215], [-1.6490, 2.6999, -2.1572], [0.6095, -2.5670, -3.8818], [-3.4222, 1.9275, 4.2080], [-0.6412, 4.0740, -2.4775], [4.4475, -2.6840, -0.6279], [1.2521, 0.9548, 5.8435], [-2.9435, 4.1583, 1.7569], [-0.8314, 1.6583, 2.0840], [1.8140, 0.5391, -1.3763], [-0.2728, 0.4449, -2.3821], [-0.0925, -1.3503, -3.8130], [1.0773, 0.8949, 2.6325], [3.3751, -2.7210, -0.5438], [3.7594, -2.2895, 2.5537], [-1.5399, 1.1522, 4.7196], [3.7081, -0.0079, 1.1360], [-3.0980, 2.6370, 1.5607], [-3.5014, 4.7142, 1.0112], [-0.6544, 2.9940, -2.4874], [1.5436, -0.2503, 4.5914], [2.9650, -1.3093, -0.6609], [4.2070, -0.2353, -0.0925], [2.2293, -3.0879, 2.6823], [-1.9294, -4.7888, -2.4752], [-1.0068, 0.1084, 0.0341], [-4.8100, 1.2727, 1.4831], [2.2310, 3.1279, -0.0158], [-1.8175, 0.9408, 5.7402], [-0.5142, -3.2530, -1.1116], [-3.6594, -3.2647, -1.5001], [0.3360, -0.5759, 5.7907], [0.3342, 2.4957, -1.5535], [1.9621, 3.9051, 0.6905], [2.8551, -2.5181, 2.0029], [-3.2854, 4.4209, 2.7551], [-1.9221, -1.3965, -0.8489], [-0.2520, 0.8421, 4.2986], [-0.1332, 0.7549, 0.0732], [0.5223, -3.5727, -5.4784], [1.0214, -3.4871, -0.5261], [0.5061, -0.5792, -4.3004], [1.7964, -0.8390, -1.1501], [-0.5399, 2.6721, -3.5180], [3.0078, -3.8066, -2.1189], [-4.8584, 2.4114, 2.8372], [0.6157, 0.2385, 0.6709], [0.7576, -1.6150, -1.5071], [0.7766, 0.2213, 5.2009], [-1.1899, -2.0404, 2.6622], [-2.7974, 2.4245, 0.5393], [2.0782, 1.8891, -4.3335], [-3.4229, -2.3325, -3.8181], [2.7626, -0.6349, -3.4371], [3.2825, 3.2176, -0.2611], [2.0328, 2.1708, 0.4565], [-0.5049, 1.9243, 0.7656], [0.0726, 1.1130, 2.9791], [3.9818, 1.0011, -2.5572], [-3.1667, -3.4467, -0.6858], [-2.1132, 1.9852, 2.5132], [-0.6186, -2.1062, 1.7684], [-0.1876, -2.3865, 0.6955], [-0.3343, -0.9638, -2.3347], [2.6814, 0.6961, -2.9753], [3.1441, -3.4379, 0.7991], [-1.6785, -3.9770, -2.9332], [-2.6584, -2.7540, -2.6547], [2.4091, -4.2316, 0.7368], [-2.4102, -0.4837, -2.2152], [2.2773, -1.6387, 1.7481], [-2.4380, 1.7115, 3.8289], [0.2883, -2.7007, -0.6451], [1.7247, 4.2275, -2.0191], [-4.5560, 2.2793, 1.8063], [-1.7837, -1.3169, -1.9263], [0.4247, 1.0709, -1.3534]],
  "forces_ev_per_angstrom": [[-0.3, -0.3, 0.1], [0.3, 0.7, -0.2], [0.2, -0.2, -0.4], [0.1, 0.1, -0.2], [0.2, 0.1, -0.3], [-0.2, 0.0, -0.1], [-0.1, -0.2, 0.1], [-0.2, -0.4, 0.4], [-0.2, 0.1, -0.1], [0.3, 0.2, 0.1], [0.2, 0.4, -0.1], [0.0, 0.0, 0.2], [0.3, -0.3, 0.1], [-0.6, 0.1, 0.6], [-0.3, -1.2, -1.6], [0.0, 0.1, 0.5], [0.4, 0.4, -0.6], [0.1, 0.0, 0.0], [1.0, -0.6, -0.1], [0.2, 0.4, -0.1], [0.4, -0.1, -0.1], [0.0, -0.1, 0.0], [0.2, 0.8, 0.7], [-0.1, 0.1, -0.1], [-0.8, 0.1, -0.2], [0.2, 0.0, 0.0], [-0.6, -0.6, 0.2], [0.0, 0.1, 0.1], [-0.1, 0.0, 0.2], [-0.1, -0.1, -0.2], [0.0, -0.1, -0.2], [0.0, -0.2, 0.1], [-0.2, -0.8, 0.0], [-0.2, 0.0, 0.1], [0.0, 0.2, -0.7], [1.0, 0.0, 0.2], [-0.1, 0.0, 0.3], [1.0, -0.5, -0.7], [-0.1, 0.2, 0.0], [-0.3, -0.8, 0.0], [-0.2, 0.1, 0.1], [0.2, 0.1, 0.1], [0.0, 0.0, -0.1], [-0.2, -0.1, 0.4], [-0.2, 0.0, 0.1], [0.4, 0.2, -0.3], [0.1, 0.2, 0.2], [0.9, 0.3, 0.3], [0.3, -0.1, 0.0], [-0.1, 0.1, 0.1], [0.0, 0.0, 0.2], [0.2, -0.2, -0.1], [-0.9, 1.6, 1.3], [-0.1, -0.2, -0.4], [0.2, 0.4, 0.3], [-0.1, -0.3, -0.1], [-0.1, -0.1, 0.2], [0.2, 0.1, -0.3], [-0.1, -0.1, 0.6], [0.2, 0.1, 0.0], [0.1, 0.0, 0.2], [0.4, 0.0, -0.2], [0.5, -0.1, -0.4], [-0.1, -0.3, 0.3], [-0.4, -0.1, 0.2], [-0.4, -0.3, -0.7], [-0.8, -0.4, 0.7], [0.4, 0.6, -0.8], [-0.6, -0.3, -1.2], [0.4, 1.1, -1.1], [-0.2, 0.4, 0.5], [0.5, 0.0, 0.6], [-1.6, 0.5, -0.8], [-0.3, 0.1, -0.2], [0.0, 0.2, -0.4], [0.0, 0.3, 0.0], [-0.1, -0.1, 0.6], [0.3, -1.4, 0.6], [-0.4, 0.1, 0.1], [0.0, -0.1, -0.6], [0.5, -1.1, 0.8], [-0.4, 0.9, 1.3]],
  "mulliken_charge": [0.684, 0.573, 0.427, 0.390, -0.495, 0.436, 0.333, -0.140, 0.315, 0.473, 0.710, 0.367, -1.631, 0.191, 0.633, -0.585, -1.760, 0.378, -0.703, 0.419, -1.411, 0.153, 1.121, 0.442, -1.061, 0.210, 0.680, -0.090, 0.335, 0.365, 0.156, 0.351, -0.572, 0.462, -0.008, -0.593, 0.406, 1.078, 0.336, -0.552, 0.385, 0.234, 0.571, -0.232, 0.349, 0.608, 0.397, -1.820, 0.204, 0.007, 0.329, -0.307, 1.119, -1.592, 0.662, -0.130, -0.249, -0.712, 0.060, 0.255, -0.135, -0.181, -0.041, 0.152, 0.380, 0.539, -0.634, -0.631, 1.401, 0.081, -0.556, -0.512, 0.731, 0.497, 0.942, -0.353, -0.452, 0.084, -0.599, -1.516, -1.533, 0.375]
}



{
  "formula": "C25H40Cl4DyN3O3Si",
  "method": "ωB97M-V/def2-TZVPD",
  "spin_multiplicity": 6,
  "homo_lumo_gap_ev": [8.39, 8.40],
  "s2": 9.33,
  "e_homo_ev": [-7.9, -7.9],
  "e_lumo_ev": [0.4673, 0.4660],
  "charge": 0,
  "relative_energy_kcal_mol": 0.0,
  "symbols": ["Dy", "O", "H", "H", "H", "H", "H", "Cl", "N", "H", "O", "C", "C", "C", "N", "C", "C", "C", "H", "H", "H", "H", "H", "C", "Cl", "H", "H", "C", "C", "C", "H", "C", "H", "C", "C", "H", "C", "Cl", "H", "C", "H", "C", "H", "H", "H", "H", "H", "Cl", "H", "H", "C", "Si", "H", "C", "H", "H", "H", "H", "H", "O", "H", "H", "H", "C", "C", "H", "C", "C", "H", "C", "H", "H", "C", "N", "H", "C", "H"],
  "xyz": [[0.3055, 0.8084, -0.7838], [2.1874, -0.5238, -0.4614], [-1.9397, 5.4825, 0.8904], [1.6790, 5.5334, 1.8937], [-1.3607, 6.1024, 2.4662], [2.0067, 3.6107, -3.3875], [1.2899, -1.5326, -3.2834], [-2.2537, 1.1483, -0.3494], [0.0275, -0.4330, 1.7376], [3.4443, -2.1025, -0.0216], [-0.3843, -1.2076, -1.5788], [0.8254, -2.0546, 3.3450], [-1.0717, 3.7830, -5.7163], [-0.4233, 3.4900, 0.8999], [2.8975, -2.0431, -2.0224], [0.8707, -1.3965, 2.1087], [-1.5673, -2.2373, -4.0482], [1.0414, 4.7706, 2.3591], [-1.6435, -2.8424, -4.9548], [-1.2832, 5.3369, -2.6107], [2.5827, -4.1430, -2.2030], [1.6375, -1.6626, 1.3813], [4.1364, -3.6401, -1.4564], [-2.0822, -3.5354, 0.4558], [-0.3239, 1.3546, -3.4408], [1.1237, -3.4420, -0.6347], [-0.8844, -1.3978, -4.2398], [3.4027, -3.3994, -2.2426], [-0.7406, -5.1234, 1.6994], [-0.1322, -1.6478, 4.2745], [-0.5433, 6.5986, 0.9648], [1.3242, 4.1995, -4.0192], [0.6460, -5.5353, -4.2394], [-1.9713, -4.5107, 1.4528], [-0.2935, -4.9697, -4.2868], [-1.6307, 0.6805, 2.2515], [-1.5547, 4.2796, -2.7436], [-2.2184, -0.0746, 4.9865], [1.5765, 3.8176, 2.4166], [2.8473, -1.5421, -0.7717], [-3.0373, -3.0589, 0.2213], [-1.1944, -2.3047, -1.5455], [-2.2386, -1.9514, -1.4921], [-1.5050, 3.7695, -1.7786], [-2.0390, 3.2915, -5.8883], [1.3042, 5.2313, -3.6342], [-2.5980, 4.2459, -3.0934], [2.3601, 2.2544, -1.4995], [-0.6444, -5.9074, 2.4631], [1.3639, -5.1851, 1.1413], [0.3858, -4.7268, 0.9686], [-0.4040, 3.4955, -3.9848], [-0.2393, -4.2853, -5.1460], [-1.0520, 5.7631, 1.4693], [-2.5601, -1.8225, -3.8265], [1.7207, 4.2290, -5.0473], [-0.2042, -2.0877, 5.2623], [1.5417, -2.8546, 3.5330], [-0.3511, 3.4541, -6.4771], [0.3494, 2.5003, 0.8472], [-1.2110, 4.8709, -5.8421], [3.8798, -3.4608, -3.2299], [-0.2176, -4.8129, -2.0935], [-0.5100, -4.2495, -2.9919], [-1.0221, -0.6317, 3.8909], [0.7622, 5.1182, 3.3590], [2.3567, -1.3053, -3.1602], [-0.9793, -3.2043, -0.3219], [-2.8625, -4.8075, 2.0213], [-1.0869, -3.0452, -2.8802], [-1.3965, 3.4792, 0.3740], [2.4882, -0.2294, -2.9954], [0.2652, -3.7481, -0.0253], [-0.1751, 4.6052, 1.5732], [2.8883, -1.6217, -4.0594], [-0.9325, -0.0674, 2.6066], [-1.0960, -5.6990, -4.4792]],
  "forces_ev_per_angstrom": [[-0.6, -2.0, 0.5], [1.5, -1.5, -0.1], [0.2, 0.1, 0.2], [0.0, -0.2, 0.1], [0.0, -0.1, -0.2], [-0.2, 0.3, -0.3], [0.2, 0.1, 0.1], [-0.2, 0.3, -0.1], [-0.2, 0.0, 0.3], [-0.3, 0.2, -0.3], [1.5, 1.5, 0.4], [-0.3, 0.5, -0.2], [-0.2, -0.4, 0.0], [0.4, -0.9, -0.3], [0.5, 0.0, 0.9], [0.2, -0.3, 0.2], [0.0, 0.0, -0.1], [0.0, 0.1, -0.1], [0.0, 0.2, 0.1], [0.0, -0.2, 0.0], [0.3, 0.4, -0.1], [-0.4, 0.1, 0.3], [-0.2, 0.0, -0.3], [0.1, -0.5, 0.1], [-0.4, 1.1, -1.1], [-0.4, -0.2, 0.3], [-0.2, -0.1, 0.0], [0.0, 0.0, 0.2], [0.2, 0.0, 0.1], [0.0, 0.3, -0.6], [-0.1, -0.3, 0.1], [0.3, -0.1, 0.2], [-0.1, 0.1, -0.1], [-0.1, 0.1, 0.1], [0.1, -0.2, -0.3], [0.0, 0.0, 0.1], [-0.1, 0.1, 0.1], [-0.3, 0.1, 0.2], [-0.2, 0.3, -0.1], [-0.9, 0.7, -0.9], [0.2, -0.2, 0.2], [-0.6, 0.0, 0.2], [-0.2, -0.2, 0.2], [-0.1, 0.1, -0.1], [0.2, 0.1, -0.1], [0.0, -0.3, -0.1], [0.3, -0.1, 0.1], [0.1, 0.1, 0.0], [-0.1, 0.4, -0.4], [-0.3, 0.1, 0.1], [0.0, 0.3, -0.2], [0.3, 0.0, -0.3], [0.0, -0.3, 0.3], [-0.1, -0.1, -0.1], [0.2, 0.0, -0.1], [-0.2, -0.1, 0.3], [0.0, 0.0, -0.1], [-0.3, 0.2, 0.1], [-0.2, 0.0, 0.2], [-0.9, 1.3, 0.4], [0.1, -0.3, 0.1], [-0.1, 0.1, 0.4], [-0.2, 0.4, -0.4], [-0.4, 0.1, 0.1], [0.8, -0.3, -0.9], [0.1, -0.1, -0.1], [-0.5, -0.1, 0.0], [-0.2, 0.4, -0.6], [0.5, 0.1, -0.2], [0.6, -0.5, 0.5], [0.4, -0.1, 0.2], [0.0, -0.2, 0.0], [0.1, -0.4, 0.2], [0.2, 0.1, 0.1], [0.1, 0.1, 0.1], [0.5, -0.5, 0.3], [0.2, 0.1, 0.0]],
  "lowdin_spin": [5.068, -0.015, 0.000, 0.000, 0.000, 0.000, 0.000, -0.007, -0.004, 0.000, -0.014, 0.000, 0.000, 0.000, 0.001, 0.000, 0.000, 0.000, 0.000, 0.000, 0.000, 0.000, 0.000, 0.000, -0.012, 0.000, 0.000, 0.000, 0.000, 0.000, 0.000, 0.000, 0.000, 0.000, 0.000, 0.000, 0.000, 0.000, 0.000, -0.001, 0.000, 0.000, 0.000, 0.000, 0.000, 0.000, 0.000, -0.003, 0.000, 0.000, 0.000, 0.000, 0.000, 0.000, 0.000, 0.000, 0.000, 0.000, 0.000, -0.013, 0.000, 0.000, 0.000, 0.000, 0.000, 0.000, 0.000, 0.000, 0.000, 0.000, 0.000, 0.000, 0.000, 0.001, 0.000, 0.000, 0.000]
}



- Which formula does entry 1 have?
  C25H40BrN4O8P2S2